(1)
Density functional theory data (wB97M-V/def2-TZVPD) for H80O40 as an isolated structure.

Last column: Mulliken charge in e.
Geometry (Å):
O -3.47 -2.24 1.28  -0.666
O 0.29 -1.45 4.53  -0.401
O 5.30 1.96 -0.35  -0.591
O 0.39 2.75 5.62  -0.604
O -2.10 1.40 -1.27  0.062
O -1.36 4.61 2.27  -0.643
O 4.38 -1.63 2.54  -0.647
O -1.47 -2.98 2.80  -0.303
O 5.37 -3.27 0.66  -0.720
O -0.16 0.00 -6.03  -0.467
O -5.71 2.09 -1.50  -0.691
O -3.85 2.55 -3.45  -0.807
O -2.00 -4.62 0.48  -0.595
O -2.81 1.04 -5.37  -0.640
O -2.44 2.38 4.11  -0.598
O -4.89 2.31 2.11  -0.568
O 1.80 -1.40 1.98  0.440
O -0.05 -4.71 -1.20  -0.643
O 0.69 3.39 0.70  -0.039
O -2.06 4.69 -3.59  -0.543
O 3.37 -1.15 5.25  -0.653
O 1.25 0.09 -3.75  -0.386
O 1.10 -2.59 -3.70  -0.734
O 0.15 0.40 2.13  -0.920
O -2.75 -4.17 3.49  -0.331
O 0.84 1.05 -0.42  0.448
O -0.66 -1.51 0.48  3.877
O 0.48 3.71 -5.15  -0.635
O -3.38 -0.29 1.32  -0.754
O 1.31 -1.19 -1.42  0.638
O 2.98 0.96 -2.14  -0.729
O 2.71 3.89 2.46  -0.648
O 2.08 5.14 -1.05  -0.600
O 6.05 -0.38 -1.47  -0.635
O 2.35 -3.29 0.09  -0.606
O 3.55 -2.14 -2.27  -0.848
O -2.41 3.48 -0.12  -0.423
O -4.38 -0.85 -0.98  -0.705
O 1.05 -4.78 2.60  -0.703
O -1.79 -2.69 -1.45  -0.795
H -3.20 1.50 -4.61  0.470
H -5.28 1.26 -1.30  0.318
H -1.12 3.88 1.71  0.287
H -5.72 2.77 2.04  0.254
H -2.47 -3.37 -1.47  0.329
H -0.39 3.32 -4.98  0.339
H 1.93 -4.00 -0.48  0.333
H -1.88 4.35 3.03  0.352
H 0.71 3.92 -4.20  0.290
H 2.99 -2.51 -1.59  0.068
H -1.10 1.38 -1.12  -0.122
H -0.31 -3.93 -1.72  0.287
H 2.90 -0.83 4.47  0.293
H 2.04 3.67 3.12  0.287
H 6.19 2.19 -0.66  0.325
H -0.17 -5.45 -1.81  0.277
H -2.08 -3.44 3.68  0.449
H 1.88 -0.56 2.42  0.162
H 0.14 2.29 6.43  0.299
H 1.23 3.96 1.26  0.034
H -4.55 2.42 -2.78  0.421
H -1.53 -1.84 0.19  -0.855
H -1.72 -5.41 0.94  0.327
H 2.34 5.76 -0.37  0.272
H -4.91 1.36 2.18  0.243
H 1.64 -4.05 2.19  0.266
H 4.58 -3.42 0.09  0.309
H 5.48 -0.51 -2.24  0.268
H 0.72 1.86 0.11  0.019
H 1.35 0.51 0.21  -0.153
H 0.17 -1.19 5.47  0.231
H -2.46 0.00 1.38  -0.114
H 3.56 3.43 2.59  0.303
H -2.74 4.46 -4.24  0.306
H -1.91 2.00 4.81  0.246
H 4.28 -1.38 4.89  0.342
H 0.43 0.53 -4.03  0.136
H 0.69 -5.15 1.79  0.339
H 2.13 1.20 -1.72  0.302
H -4.91 -1.00 -0.20  0.336
H 1.35 -1.79 -4.15  0.355
H -0.33 -0.76 -6.59  0.255
H 4.96 -3.97 1.22  0.345
H 0.78 2.04 5.09  0.291
H 2.23 -2.54 -0.50  0.468
H -3.61 -0.32 -0.62  0.225
H 5.41 1.04 -0.13  0.228
H -3.45 -1.24 1.43  0.708
H -1.57 5.48 -3.87  0.269
H -3.06 2.32 -2.94  0.268
H -3.61 -3.17 1.43  0.547
H 2.66 4.91 -1.76  0.292
H 0.15 0.09 3.09  0.068
H -2.10 -2.07 -2.14  0.141
H 0.83 3.82 -0.15  0.249
H -2.82 -4.18 2.53  0.263
H 0.85 -2.24 4.65  0.317
H -0.49 -2.96 3.07  0.438
H 1.02 -1.41 1.42  -0.448
H 1.50 -0.37 -1.85  -0.198
H 5.77 -0.98 -0.77  0.367
H -0.13 -1.17 -0.26  -0.682
H 0.48 0.57 -6.48  0.267
H -2.76 4.15 0.47  0.292
H 3.59 1.02 -1.40  0.177
H 1.97 -2.54 -3.20  0.598
H -1.50 -4.11 -0.14  0.221
H -2.38 2.03 3.23  0.308
H 1.31 -1.79 -2.17  -0.300
H -2.08 3.90 -0.92  0.145
H -2.53 0.15 -5.17  0.234
H 1.92 0.71 -4.04  0.200
H -1.29 -2.62 1.86  0.082
H 3.49 -1.98 2.25  0.183
H -5.90 2.59 -0.69  0.287
H 4.96 -2.19 2.01  0.467
H -3.12 -2.20 0.37  -0.142
H -2.08 1.46 -0.30  -0.073
H -0.73 0.04 2.00  -0.136
H 3.29 -1.25 -2.49  0.356

The value obtained for the calculated total energy is -83182.6412 eV. The value obtained for the HOMO energy (alpha / beta) is -12.03 / -12.03 eV. The value obtained for the LUMO energy (alpha / beta) is -3.434 / -8.652 eV. The charge is +1. The spin multiplicity is 2.

(2)
Density functional theory data (wB97M-V/def2-TZVPD) for a 2-piece molecular cluster, C7H13ClN2O2 overall.

Last column: natural (NBO) charge in e.
Geometry (Å):
Cl -1.46 3.34 -0.68  0.141
O 0.99 1.39 -1.28  -0.516
O 0.24 0.09 -2.94  -0.561
N 0.33 0.39 -1.57  0.376
N 0.94 -0.57 1.35  -0.447
C 1.82 -1.44 0.61  -0.413
C -2.23 2.17 -1.53  -0.115
C 1.64 0.59 1.87  -0.409
C -0.32 -0.42 -0.81  -0.049
C -2.79 1.32 -2.16  -0.264
C -1.43 -1.13 1.28  -0.597
C -0.33 -0.25 0.69  -0.095
H -3.27 0.56 -2.71  0.240
H 2.58 -1.83 1.30  0.202
H -0.56 0.80 0.90  0.219
H 2.35 -0.94 -0.21  0.172
H -1.22 -2.18 1.10  0.204
H -1.47 -0.97 2.36  0.222
H 2.49 0.24 2.45  0.196
H 0.69 0.82 -3.41  0.492
H -2.39 -0.88 0.85  0.206
H 1.26 -2.28 0.21  0.196
H 1.99 1.27 1.09  0.189
H -0.83 -1.23 -1.29  0.218
H 0.97 1.13 2.55  0.194

The value obtained for the calculated total energy is -27061.4520 eV. The value obtained for the HOMO energy is -8.21 eV. The value obtained for the LUMO energy is 0.746 eV. As for the SMILES: C[C@H](/C=[N+](\[O-])O)N(C)C.C#CCl.

| no. | maximum force (eV Å⁻¹) |
| --- | --- |
| 1 | 12.72 |
| 2 | 0.95 |